Record 1
DFT (ωB97M-V with the def2-TZVPD basis set) results for a 6-piece molecular cluster, C28H63N2O17S5 overall in a non-equilibrium geometry.

XYZ file:
```
115
Properties=species:S:1:pos:R:3:forces:R:3
C -6.4745 -2.3559 4.6494 -0.2128 -1.1051 -0.6809
C -5.6271 -2.8863 3.3275 0.4539 0.0292 -2.4661
N -5.9865 -2.4126 1.9375 4.8852 -4.1043 1.1014
C -5.0442 -3.0852 0.9638 2.1417 -2.1564 3.9394
C -3.9997 -4.0589 1.8295 -3.2396 2.9378 -0.2848
C -2.7794 -5.0255 1.3206 -1.6339 0.3578 -3.1148
C -3.1005 -5.0996 -0.4351 1.7120 0.7319 -3.0107
C -1.9526 -6.0395 -1.3204 -0.0363 1.3192 3.3307
O -2.0549 -4.3927 -1.3415 -3.4609 -2.0578 4.9389
N -4.4390 -3.8547 3.2608 -4.7241 4.1713 -4.2230
O -3.9906 -4.3186 4.4370 0.4706 -0.6905 -0.8073
C -3.8520 -5.7798 4.4627 -0.1388 -2.5453 1.8310
C -2.4009 -6.1194 5.1500 0.2592 0.7601 0.3824
C -2.6357 -6.7225 6.6919 1.2164 -0.1778 -0.7336
C -1.3952 -7.0362 4.2376 1.1008 -0.7779 0.8087
C -1.7045 -8.6547 4.4168 -0.8582 0.3813 -0.7928
C 0.1785 -6.7112 4.7019 -0.2296 0.4103 -1.0087
H -6.6937 -3.3218 5.3075 0.6818 2.2504 -1.2753
H -5.9346 -1.5033 5.2451 -0.8629 -1.7990 -1.2085
H -7.5341 -1.9581 4.2832 2.4812 -0.8590 0.5581
H -6.7135 -1.7351 1.5879 1.0368 -1.0292 1.1462
H -4.9917 -2.9519 -0.2083 -0.3760 -0.0895 2.9304
H -2.8828 -6.1561 1.6019 0.1473 2.4455 -0.0476
H -1.7042 -4.5798 1.4303 -2.2179 -0.8287 -0.0221
H -4.3037 -5.1571 -0.7921 3.6675 0.2063 0.8884
H -0.8537 -5.7912 -1.5587 -1.3944 -1.3905 -1.4173
H -1.6512 -6.5007 -0.2584 0.4746 1.3652 -0.9307
H -4.0594 -6.3250 3.4496 0.5498 1.4826 1.7306
H -4.6813 -6.1793 5.2229 1.6181 1.0016 -1.7503
H -1.8463 -5.0771 5.3263 -1.3001 -2.1294 -0.5944
H -1.6418 -7.3267 6.9317 -2.2166 1.2855 -0.2220
H -3.5358 -7.4693 6.7566 1.6971 1.5703 -0.1069
H -2.7295 -5.8257 7.4484 -0.0012 -1.9488 -1.5212
H -1.4232 -6.8066 3.0835 -0.2453 -0.1819 2.3872
H -0.9472 -9.2083 5.1195 -1.4766 1.1612 -1.4701
H -1.7080 -9.1131 3.3218 0.2215 0.6536 2.4990
H -2.8019 -8.7983 4.8339 2.2788 0.1688 -0.7751
H 0.4643 -5.6664 4.1999 -0.4662 -2.2292 1.2506
H 0.9244 -7.5325 4.2663 -1.7213 1.7850 1.0463
H 0.3009 -6.6189 5.8624 -0.2909 -0.2917 -2.2440
O -5.9154 0.7618 6.7133 0.3188 0.4070 0.4523
S -4.8903 1.5929 7.3064 0.4927 0.9047 0.2706
O -4.8310 1.8401 8.7313 -0.4200 -0.4863 -1.3428
O -4.8481 3.0223 6.5249 0.6926 -1.5170 0.2634
C -6.0422 3.7874 6.4426 -1.0959 0.7860 0.1351
C -6.3656 4.4570 7.7652 -0.0773 -0.0244 0.3231
C -3.3014 0.9967 6.7820 -0.0015 0.1428 -0.1109
H -6.8768 3.1651 6.0994 0.1905 -0.0584 0.0522
H -5.8778 4.5580 5.6801 0.2600 -0.3573 0.0684
H -6.6118 3.7195 8.5335 0.0020 0.0885 -0.1038
H -7.2227 5.1303 7.6590 0.1580 -0.0873 -0.0801
H -5.5068 5.0301 8.1295 -0.1413 -0.0403 -0.1330
H -3.3193 0.8405 5.7030 -0.0214 0.0837 0.1175
H -3.1124 0.0524 7.2966 -0.1631 0.1483 0.0336
H -2.5409 1.7290 7.0596 -0.1679 -0.0812 -0.0248
O 3.6885 -3.6939 -4.6495 -0.7945 -0.6385 1.1356
S 3.2190 -4.0060 -3.3170 -0.0926 0.3961 0.5890
O 2.3863 -5.1585 -3.0463 0.5277 0.8015 -0.5464
O 2.5069 -2.6848 -2.6823 1.1408 -1.0317 0.0133
C 1.4373 -2.0804 -3.3956 -1.0091 0.3976 -0.6554
C 0.1614 -2.8929 -3.2780 -0.1295 -0.2820 -0.0250
C 4.6159 -4.0636 -2.2213 -0.0770 0.1577 0.0568
H 1.7123 -1.9249 -4.4453 0.1228 -0.0346 0.1815
H 1.2754 -1.0903 -2.9531 0.3813 -0.2514 0.0226
H 0.2596 -3.8602 -3.7773 -0.0259 0.1153 0.0106
H -0.6794 -2.3620 -3.7366 0.1577 -0.0018 0.0909
H -0.0751 -3.0928 -2.2278 0.0101 0.1331 -0.1390
H 5.2346 -3.1813 -2.3881 -0.1313 -0.0739 -0.0114
H 5.1817 -4.9693 -2.4486 -0.1860 0.0836 -0.0967
H 4.2550 -4.1004 -1.1917 -0.0027 0.0151 -0.1886
O 3.5335 -0.0869 -8.0192 0.4332 0.1272 1.0325
S 4.3003 -0.5352 -6.8771 0.6041 -0.4763 -0.2163
O 3.9899 -0.1101 -5.5288 -0.0922 -0.0002 -0.9927
O 5.8820 -0.2642 -7.1605 -1.0952 -0.9292 0.1711
C 6.2988 1.0558 -7.4799 0.3053 1.1803 -0.0668
C 6.3088 1.9479 -6.2527 -0.1183 0.1963 0.1777
C 4.3636 -2.3102 -6.8965 0.2616 0.2181 -0.2736
H 5.6695 1.4786 -8.2716 -0.0200 -0.1831 0.1017
H 7.3172 0.9829 -7.8799 -0.2764 -0.3259 0.0576
H 5.2975 2.1072 -5.8698 0.1051 -0.0077 -0.0648
H 6.7365 2.9278 -6.4897 -0.0132 -0.1673 0.0185
H 6.8923 1.4913 -5.4466 -0.0151 0.0754 -0.1660
H 4.6329 -2.6449 -7.8987 -0.0035 0.1687 0.0673
H 3.3730 -2.6828 -6.6279 0.2239 0.2396 -0.0619
H 5.0976 -2.6448 -6.1609 -0.2126 0.1411 -0.1781
O 6.6360 5.4120 -4.9611 -0.3270 0.8606 0.4923
S 5.6457 6.3356 -4.4515 -0.5372 0.0095 0.2061
O 5.8374 7.7696 -4.4970 0.2393 -1.1803 -0.0390
O 5.2552 5.9077 -2.9283 -0.3370 0.0602 -1.2860
C 6.2939 5.8003 -1.9651 0.8547 0.1046 0.7312
C 6.7793 7.1659 -1.5162 0.1473 0.3046 -0.0527
C 4.0805 5.9628 -5.2039 -0.0480 -0.0336 0.2323
H 7.1205 5.1946 -2.3544 -0.1612 0.0689 -0.1007
H 5.8781 5.2651 -1.1031 -0.1852 0.0252 -0.3835
H 7.2710 7.7004 -2.3331 -0.0441 -0.0880 0.0969
H 7.4986 7.0709 -0.6960 -0.1374 -0.0704 -0.0817
H 5.9400 7.7850 -1.1827 0.0998 -0.1522 0.0030
H 3.9049 4.8882 -5.1442 0.0900 0.1119 0.0239
H 4.1276 6.2797 -6.2477 0.1821 -0.0010 0.1567
H 3.2979 6.5175 -4.6829 0.1662 -0.0561 -0.0294
O 1.6359 7.7220 -3.7696 -0.3754 0.5282 0.8197
S 1.1120 8.8716 -3.0644 -0.2943 0.5242 0.1353
O 1.6021 9.2611 -1.7594 -0.2644 -0.7239 -1.0791
O -0.5126 8.7607 -3.0020 1.0958 0.5590 -0.5235
C -1.0929 7.5945 -2.4352 -0.4010 -0.8814 0.6012
C -0.9794 7.5962 -0.9221 0.1957 0.0031 0.2932
C 1.2054 10.2860 -4.1349 -0.2000 -0.0302 -0.0031
H -0.6437 6.6916 -2.8649 0.0592 0.1953 -0.0270
H -2.1528 7.5943 -2.7163 0.3071 0.2521 -0.1780
H 0.0630 7.5188 -0.6025 -0.1226 -0.0065 -0.0511
H -1.5263 6.7506 -0.4919 0.0033 0.1120 -0.1353
H -1.3782 8.5265 -0.5048 -0.0111 -0.1585 -0.0987
H 0.8049 10.0179 -5.1131 0.0260 -0.0133 0.1481
H 2.2560 10.5699 -4.2225 -0.0869 -0.1843 0.1167
H 0.6362 11.1038 -3.6889 0.0711 -0.1751 -0.0138
```
Positions in Å, forces in eV/Å.

**ΔE to the lowest compared entry with this formula, charge and spin**: 262.4 kcal/mol
**Total energy**: -121995.946 eV
**Charge**: +1
**Gap between HOMO and LUMO**: 0.28767 Ha

Record 2
DFT (ωB97M-V with the def2-TZVPD basis set) results for a 3-piece molecular cluster, C28H64N4O6 overall in a non-equilibrium geometry.

XYZ file:
```
102
Properties=species:S:1:pos:R:3:forces:R:3
C -7.8341 -3.2608 -0.0541 -0.8737 0.2030 -0.9146
C -7.9922 -4.4873 -1.0989 0.9680 0.3089 0.8158
C -7.4097 -4.1741 -2.5606 -0.8418 -0.5194 0.0414
C -7.8118 -2.7419 -3.1604 0.6858 0.4877 -0.9112
C -6.5323 -1.8732 -3.6839 -0.2386 -1.0894 0.3525
C -5.3424 -1.8078 -2.6031 0.0204 1.0841 -0.6685
C -4.1978 -0.7400 -3.0345 0.0509 0.0014 0.4540
C -3.7310 0.1346 -1.7487 0.8475 -1.1391 -0.5299
C -2.9088 -0.8747 -0.7687 -0.0196 0.8123 0.9779
C -1.5000 -0.2771 -0.2875 -0.1816 0.9308 -0.6638
C -0.4737 0.0019 -1.5243 0.2027 -0.3340 1.0456
C 0.6482 -1.1751 -1.6449 -1.2939 0.5432 1.3046
C 1.9241 -0.7307 -0.7864 -0.7065 1.1954 -0.0027
N 3.1845 -1.4961 -1.0643 -0.3368 -1.0428 -2.5376
C 2.9386 -2.8097 -1.6504 -1.4621 -2.5063 2.1309
O 2.3419 -3.7303 -1.0269 2.0349 3.7091 -2.4088
O 3.4544 -3.0444 -2.9546 -1.5590 0.7722 1.7417
C 2.4273 -3.4562 -3.8913 -0.1333 -1.4826 -2.1119
N 2.0728 -2.3903 -4.9043 0.7836 -0.1138 1.5993
C 3.0561 -1.2740 -4.8969 0.4108 0.9376 -0.9273
H -6.8713 -2.6654 -0.1933 -1.1460 -1.0579 0.3034
H -7.9550 -3.6178 1.0195 0.2404 0.4984 -1.4156
H -8.6935 -2.5324 -0.2993 1.3163 -0.9520 0.6621
H -9.0982 -4.7694 -1.1049 1.5491 0.2203 -0.1621
H -7.3620 -5.3554 -0.6703 -1.2429 1.1054 -0.7476
H -6.2842 -4.3707 -2.5275 -1.5356 0.5881 -0.1325
H -7.8497 -4.9695 -3.2678 0.7721 1.0903 1.0427
H -8.4556 -2.9055 -4.1045 0.7845 0.2889 1.6098
H -8.3976 -2.0740 -2.4455 0.7224 -1.1397 -0.7687
H -6.1494 -2.4347 -4.6075 -0.4076 1.0593 1.0985
H -6.9214 -0.8293 -3.9876 0.8538 -1.5874 0.4955
H -4.8068 -2.8159 -2.5058 -1.1502 1.3880 0.1395
H -5.7890 -1.4487 -1.6085 0.7123 -0.7766 -1.2967
H -4.5532 -0.0691 -3.8852 0.3521 -0.8512 1.1248
H -3.3005 -1.3573 -3.4207 -1.2449 1.2047 0.5275
H -4.6327 0.6055 -1.2265 1.2116 -0.7863 -0.6735
H -3.0184 0.9810 -2.0302 -1.0539 -1.0414 0.1092
H -3.5590 -0.9752 0.1741 1.0455 -0.3812 -1.3417
H -2.7015 -1.8883 -1.2458 -0.6075 1.2624 0.5466
H -0.9747 -0.9331 0.4852 -0.8353 0.7528 -0.9816
H -1.7298 0.7372 0.2128 0.4059 -1.5680 -0.6692
H 0.0928 0.9624 -1.2397 -0.9610 -1.1952 -0.8764
H -1.0776 0.1274 -2.4916 1.0793 -0.0746 1.3762
H 0.1792 -2.0834 -1.1080 0.8968 1.0726 -1.3165
H 0.8648 -1.3777 -2.7461 0.0455 0.1595 1.6153
H 2.1453 0.3649 -1.0847 -0.1812 -1.7119 0.4991
H 1.7102 -0.6876 0.3465 0.1317 -0.3817 -1.8168
H 3.6711 -0.9459 -1.7958 -0.1536 -0.6339 0.6571
H 1.4950 -3.9035 -3.4098 1.3288 0.8927 -0.3056
H 2.8923 -4.3077 -4.5180 -0.4468 1.3073 1.2501
H 1.1066 -2.0690 -4.7718 0.7676 0.0499 0.0689
H 2.8126 -0.5630 -5.7727 0.2698 -1.0862 1.4213
H 4.1329 -1.6334 -5.0787 -1.7619 0.2525 0.3015
H 3.0783 -0.6590 -3.9343 -0.1078 -0.7089 -1.1378
C 7.0196 2.8360 0.4703 -0.0383 -0.0550 0.3208
O 6.2434 1.8203 1.0855 0.0980 0.1596 -0.4582
C 5.7473 0.8534 0.1582 -0.1038 -0.5233 0.4454
C 6.4162 -0.5036 0.3959 0.1879 0.5318 -0.2234
N 7.8237 -0.4729 -0.0019 -0.1785 -0.1488 0.1160
C 8.5791 -1.6512 0.4309 0.1580 0.3182 0.0472
C 8.7493 -1.8628 1.9428 0.3594 -0.2741 -0.2099
O 9.5544 -0.8749 2.5779 -0.4594 -0.1081 -0.0066
C 8.8513 0.2894 2.9833 0.3886 -0.0090 0.0843
H 7.2456 3.5926 1.2250 -0.0784 -0.1243 -0.0177
H 7.9654 2.4328 0.0969 0.0108 0.0957 -0.1812
H 6.4681 3.3127 -0.3449 0.0700 -0.0046 -0.0597
H 5.8618 1.1802 -0.8822 0.1987 0.0247 0.1078
H 4.6756 0.7511 0.3550 0.0056 -0.0449 -0.0165
H 5.8921 -1.2689 -0.1843 0.0345 0.0044 0.0477
H 6.3087 -0.7433 1.4585 -0.2513 -0.0288 0.0647
H 8.2624 0.3490 0.3983 -0.0635 -0.0827 -0.0573
H 9.5774 -1.5584 -0.0088 -0.0262 -0.0951 0.0999
H 8.1251 -2.5461 -0.0083 -0.0658 0.0465 0.0744
H 9.2862 -2.8082 2.0761 -0.0024 0.0794 -0.0098
H 7.7941 -1.9850 2.4645 -0.0501 0.1910 -0.0162
H 7.8151 0.0768 3.2606 0.0068 0.0013 -0.1218
H 8.8875 1.0452 2.1976 -0.2308 0.1341 0.0050
H 9.3614 0.7057 3.8551 0.0071 -0.1081 -0.0346
C -3.6743 3.2869 1.5380 -0.1597 -0.0843 0.2696
O -3.1863 2.5434 2.6435 0.1668 0.1545 -0.4242
C -1.7772 2.3150 2.5884 0.0932 -0.1345 0.6528
C -1.0672 3.0857 3.7031 -0.3336 0.1881 -0.4876
N -1.0966 4.5259 3.4490 0.0964 -0.1842 0.2053
C -0.6600 5.3305 4.5929 -0.3002 0.1162 -0.1707
C -1.5259 5.2810 5.8608 0.2610 0.4255 0.0434
O -2.8174 5.8587 5.7017 0.1825 -0.4422 0.0493
C -3.8018 4.9738 5.1895 -0.1269 0.3662 0.0817
H -4.7650 3.3020 1.5958 0.1157 -0.0609 0.0663
H -3.3160 4.3199 1.5732 0.0456 0.0302 -0.1985
H -3.3830 2.8216 0.5919 0.0320 0.0717 -0.0493
H -1.3572 2.5562 1.6050 -0.1121 0.1703 0.0916
H -1.6270 1.2445 2.7571 0.0396 0.0154 -0.0182
H -0.0274 2.7499 3.7651 -0.0105 0.0504 0.0099
H -1.5663 2.8380 4.6453 0.0267 -0.2446 0.0626
H -2.0435 4.8003 3.2119 0.1086 -0.0533 0.0047
H -0.6299 6.3692 4.2482 0.0107 -0.0329 0.1371
H 0.3689 5.0556 4.8495 -0.0682 -0.0778 0.0193
H -1.0224 5.8927 6.6172 -0.0507 -0.0100 -0.0606
H -1.5963 4.2749 6.2878 -0.1215 -0.0692 -0.1401
H -3.6308 3.9372 5.4929 0.0759 0.0262 -0.0883
H -3.8485 5.0492 4.1023 -0.0577 -0.2415 -0.0968
H -4.7736 5.2889 5.5767 0.1025 0.0237 0.0466
```
Positions in Å, forces in eV/Å.

**ΔE to the lowest compared entry with this formula, charge and spin**: 73.7 kcal/mol
**Total energy**: -48312.631 eV
**Charge**: 0
**Gap between HOMO and LUMO**: 0.33505 Ha
**SMILES string**: CCCCCCCCCCCCCNC(=O)OCNC.COCCNCCOC.COCCNCCOC

Highest occupied orbital energy, respectively: -11.402; -8.644 eV.